This record from the Open Molecules 2025 dataset describes a structure of composition C9H26HgN2O7 in a non-equilibrium geometry. The level of theory is the ωB97M-V functional and the def2-TZVPD basis.

Values from the calculation:
**ΔE to the lowest compared entry with this formula, charge and spin**: 0.0000 eV
**2S+1**: 1
**Frontier orbital gap (alpha / beta)**: 5.344 / 5.300 eV

The geometry in XYZ format:
```
45
C9H26HgN2O7, DFT the ωB97M-V functional and the def2-TZVPD basis
O 0.5103 -1.1938 4.7094
H 0.5110 -0.9397 5.6485
Hg 0.2783 -0.2541 0.1650
N 1.6638 1.1356 -1.0702
N 0.6979 -1.1300 -1.8889
O 2.4491 2.1768 -0.5425
O 0.5409 -2.4847 -2.2695
C 2.1782 0.6832 -2.2045
C 1.6859 -0.5990 -2.6118
C 3.2304 1.4583 -2.8961
C 2.1153 -1.5393 -3.6505
H 3.4341 2.3734 -2.3364
H 2.9237 1.7264 -3.9155
H 4.1605 0.8806 -2.9682
H 1.2644 -1.8199 -4.2819
H 2.4927 -2.4630 -3.1985
H 2.8931 -1.1024 -4.2730
H 2.0527 2.3873 0.3277
H -0.0473 -2.8948 -1.6040
O -1.6338 0.3696 -2.5018
H -1.4638 1.3287 -2.4277
H -0.7483 -0.0604 -2.4262
C -0.0929 -2.4431 4.6475
H 0.2794 -3.1892 5.3687
H 0.0403 -2.8504 3.6321
H -1.1597 -2.3042 4.8255
O 1.6261 0.2064 1.9218
H 1.4084 -0.1479 2.8093
H 2.6015 0.1735 1.8317
C -1.1329 2.8389 0.2909
O -0.8769 1.7391 1.1875
C -1.9878 1.3266 1.9905
C -2.8858 0.3051 1.3184
O -2.1201 -0.6456 0.5723
C -2.8960 -1.3832 -0.3800
H -0.2082 2.9791 -0.2870
H -1.3669 3.7594 0.8597
H -1.9552 2.5809 -0.4021
H -1.6027 0.9009 2.9276
H -2.5840 2.2182 2.2406
H -3.5807 0.8275 0.6470
H -3.4684 -0.2352 2.0832
H -3.9608 -1.4197 -0.0902
H -2.7840 -0.8755 -1.3498
H -2.4819 -2.4007 -0.4287
```